1.
14
Properties=species:S:1:pos:R:3:forces:R:3 method="wB97M-V/def2-TZVPD" smiles="O[C@@H]1C=CCC1" lumo_energy_ev=1.012 molar_mass_da=84.12 energy_ha=-270.53070 charge=0 de_lowest_kcal_mol=17.1 multiplicity=1 gap_ev=10.683
O 1.252988 -1.283032 1.050590 -0.0059 0.0806 0.2521
C 0.851571 -0.746296 -0.205878 -0.0546 0.0444 -0.3501
C -0.663708 -0.849192 -0.453663 -0.0282 -0.0717 0.0019
C -1.236256 0.459732 0.116694 -0.0473 0.0153 0.0098
C -0.063197 1.405618 -0.021344 0.1374 -0.0771 -0.0067
C 1.077341 0.750154 -0.239724 -0.1200 0.1161 0.0359
H 1.017373 -0.630264 1.723393 0.0598 -0.1643 -0.0474
H 1.430171 -1.304476 -0.947815 -0.0823 0.1069 0.0641
H -0.846617 -0.876040 -1.534616 0.0512 -0.0101 0.1564
H -1.081739 -1.757950 -0.012362 0.0642 0.1309 -0.0249
H -2.135371 0.802886 -0.405087 0.1452 -0.0448 0.0348
H -1.509337 0.350873 1.175427 -0.0155 0.0583 -0.1303
H -0.157340 2.483276 0.079821 0.0328 -0.1431 0.0017
H 2.064115 1.194712 -0.325434 -0.1367 -0.0415 0.0028

2.
91
Properties=species:S:1:pos:R:3:forces:R:3 method="wB97M-V/def2-TZVPD" lumo_energy_ev="-11.679 / -11.612" molar_mass_da=781.31 energy_ha=-3424.74451 charge=+3 de_lowest_kcal_mol=28.2 multiplicity=1 gap_ev="5.127 / 5.045"
Ru -0.151431 -0.092315 -0.099816 -2.3835 0.5393 0.7727
C -2.042131 4.532918 -1.834220 -0.0214 0.0449 -0.0607
C -1.099861 4.308917 -0.704853 0.2328 -0.1194 0.2950
C -0.394913 5.319019 -0.092216 -0.0214 -0.1383 -0.0105
C 0.528942 5.052847 0.942568 0.0224 -0.0524 0.0085
N 0.679687 3.826806 1.405448 0.0035 -0.0972 -0.0228
N -0.019971 2.857018 0.835128 0.0709 0.0594 0.0324
B 0.143966 1.424524 1.448756 0.0944 0.3211 -0.4019
N -0.809550 1.281890 2.651954 -0.2262 -0.0100 0.0868
N -0.890608 2.328852 3.466003 -0.0761 0.0114 -0.0553
C -1.689380 2.237984 4.512670 -0.0005 -0.0471 -0.0528
C -2.414001 1.049717 4.770443 0.0870 -0.0694 -0.1768
C -2.344113 -0.029567 3.920085 0.2399 0.3928 -0.0577
C -3.105572 -1.292865 4.124306 -0.0535 -0.0682 0.0450
C -1.495809 0.162411 2.808558 -0.0799 -0.1714 0.0477
S -1.266061 -1.050247 1.554315 0.6231 0.1101 0.0033
C -1.826162 3.445356 5.416860 0.0757 -0.1092 -0.0318
C -1.000856 4.615760 4.894887 0.0580 0.0008 0.0391
C -3.306798 3.839569 5.461318 -0.0204 0.1012 0.0488
C -1.350686 3.055921 6.823004 0.0127 0.0799 -0.0176
N 1.618877 1.212595 1.858150 0.1282 -0.1984 0.1312
N 1.924304 1.254380 3.152977 -0.0122 0.0259 0.0275
C 3.196701 1.253085 3.481959 -0.0840 0.0000 -0.0664
C 4.205157 1.223097 2.484182 -0.1318 -0.0420 -0.1571
C 3.895353 1.143499 1.149032 -0.2831 -0.0097 0.3033
C 4.906683 1.092689 0.059536 0.0927 -0.0525 -0.0374
C 2.511117 1.102201 0.870420 -0.1665 0.2034 -0.0823
S 1.780738 0.994490 -0.709665 1.2125 -0.0285 -0.0637
C 3.550560 1.290750 4.951997 0.0788 0.0893 -0.1082
C 4.321864 0.012180 5.293986 0.0071 0.0192 0.0902
C 4.436853 2.519852 5.205950 -0.0548 -0.0423 0.0851
C 2.296908 1.386200 5.806022 -0.0438 0.0015 0.1729
C -0.832363 3.018159 -0.200733 -0.0189 0.0903 0.0996
S -1.458789 1.530661 -0.897874 0.4154 -0.2669 -0.0496
C 1.382038 6.146797 1.550312 -0.0718 -0.0190 -0.0784
C 2.156628 6.838814 0.420118 0.0639 0.0489 0.0707
C 2.366252 5.570609 2.561343 0.0326 0.0689 0.0661
C 0.455540 7.159258 2.237169 0.0633 -0.0222 0.0448
H -2.132830 5.593360 -2.047317 -0.0217 0.0481 -0.0414
H -3.029843 4.144515 -1.597361 -0.1216 -0.0540 -0.0024
H -1.688641 4.030524 -2.733567 0.0006 -0.0368 -0.0864
H -0.523835 6.336942 -0.429753 -0.0299 0.0756 -0.0321
H -3.049392 1.005016 5.643794 -0.0282 -0.0345 0.0386
H -3.659152 -1.250411 5.058165 -0.0291 -0.0363 0.0140
H -2.434088 -2.150834 4.162271 0.0083 -0.0453 -0.0097
H -3.816709 -1.452087 3.313268 -0.0218 -0.0303 -0.0338
H -1.366410 4.958053 3.928909 -0.0584 0.0118 -0.1119
H 0.051089 4.355160 4.783035 0.0427 -0.0245 0.0306
H -1.076782 5.443935 5.597093 -0.0127 0.0305 0.0263
H -3.700359 4.035902 4.466247 -0.0392 0.0314 -0.1201
H -3.411891 4.751773 6.045811 -0.0134 0.0292 0.0363
H -3.925249 3.082083 5.935948 -0.0716 -0.0950 0.0478
H -0.297852 2.783660 6.826251 0.1144 -0.0329 -0.0005
H -1.922440 2.231292 7.239971 -0.0802 -0.1201 0.0496
H -1.481534 3.905647 7.488966 -0.0012 0.0633 0.0477
H 5.240967 1.243864 2.790119 0.0811 0.0069 0.0078
H 5.912119 1.116630 0.469696 0.0442 0.0058 -0.0085
H 4.788696 1.941804 -0.612404 -0.0031 0.0386 -0.0804
H 4.795162 0.181503 -0.529716 -0.0082 0.0053 -0.0417
H 5.246968 -0.070946 4.730653 0.1390 -0.0256 -0.0867
H 3.722836 -0.876774 5.111382 -0.0836 -0.1107 -0.0276
H 4.587027 0.025545 6.348929 0.0206 -0.0005 0.0678
H 5.386899 2.463893 4.682006 0.1196 -0.0098 -0.0874
H 4.662613 2.581807 6.268622 0.0134 -0.0010 0.0546
H 3.933410 3.440419 4.916509 -0.0613 0.0943 -0.0340
H 1.642499 0.527765 5.668417 -0.0492 -0.0915 -0.0279
H 1.731524 2.286981 5.577526 -0.0636 0.1122 -0.0352
H 2.586022 1.422753 6.855041 0.0086 0.0024 0.0356
H 2.801159 6.140145 -0.110627 0.0529 -0.0769 -0.0441
H 2.789072 7.615662 0.846861 0.0197 0.0241 0.0169
H 1.502182 7.321896 -0.301037 -0.0829 0.0467 -0.0752
H 3.073179 4.893325 2.085669 0.0686 -0.0928 -0.0557
H 1.860791 5.031227 3.359338 -0.0529 -0.0224 0.0675
H 2.933208 6.387365 3.004407 0.0224 0.0287 0.0117
H -0.216146 7.642420 1.532869 -0.1090 0.0603 -0.0992
H 1.059611 7.938584 2.696101 0.0370 0.0650 0.0185
H -0.138495 6.691490 3.019763 -0.0301 -0.0379 0.0626
Cl -1.291018 -4.163504 0.420123 -0.0254 0.1050 -0.1937
C -1.305010 -3.158350 -0.955658 -0.2484 -0.1426 0.1662
C -2.345929 -3.234578 -1.857345 0.1547 0.0193 0.1031
C -2.315422 -2.462631 -3.019044 -0.0225 -0.1315 0.1675
C -1.247380 -1.608687 -3.312171 0.3065 0.0897 0.1727
C -0.197061 -1.521281 -2.431609 0.1009 0.0124 -0.5642
C -0.176811 -2.286565 -1.209760 0.2430 0.3828 0.3631
C 0.897591 -2.130360 -0.323895 0.4928 -1.1113 -0.7255
H -3.161855 -3.918078 -1.675760 -0.0509 -0.0300 0.0206
H -3.132045 -2.552107 -3.721918 -0.0618 -0.0068 -0.0470
H -1.236861 -1.050115 -4.235740 0.0085 0.0262 -0.0523
H 0.697137 -0.955938 -2.701558 -0.2170 -0.0532 0.1285
H 1.870219 -1.812953 -0.703748 -0.2746 0.1914 0.0958
H 0.907144 -2.722271 0.588550 0.0090 0.2030 -0.0660

3.
16
Properties=species:S:1:pos:R:3:forces:R:3 method="wB97M-V/def2-TZVPD" lumo_energy_ev="4.314 / 4.501" molar_mass_da=60.14 energy_ha=-159.52139 charge=-1 de_lowest_kcal_mol=5.5 multiplicity=2 gap_ev="2.797 / 12.447"
C 0.902846 -1.074587 -0.915986 0.0399 0.4616 -0.1206
C 0.887426 -2.356413 -1.755915 0.3390 0.5660 0.3820
H 1.745651 -0.991336 -0.225318 0.0473 -0.2067 -0.0646
H 0.965906 -0.189979 -1.554284 -0.0397 0.0362 -0.0310
H 0.007255 -0.925175 -0.319509 -0.1174 -0.1681 0.1372
H -0.139847 -2.699702 -1.866304 0.0661 -0.2602 -0.1520
H 1.516068 -3.112543 -1.283083 -0.2181 -0.2392 -0.0579
H 1.319637 -2.135080 -2.733600 -0.0909 -0.2210 -0.1012
C -0.480119 1.787934 0.700086 0.5520 0.1467 -0.1191
C -1.292278 1.616468 1.962140 -1.0724 -0.1016 0.6326
H -0.978672 1.308961 -0.143548 0.0337 0.1856 -0.1109
H -0.303206 2.841330 0.479179 -0.2163 0.0983 -0.1125
H 0.522790 1.363605 0.750410 -0.1259 -0.3988 0.0769
H -0.751198 1.492872 2.899122 0.3819 0.1067 -0.1125
H -1.978382 0.761363 1.919497 0.2901 -0.1188 -0.1854
H -1.973669 2.461365 2.119720 0.1310 0.1133 -0.0611

4.
15
Properties=species:S:1:pos:R:3:forces:R:3 method="wB97M-V/def2-TZVPD" smiles=Cn1ccc(N)c1 lumo_energy_ev=1.059 molar_mass_da=96.13 energy_ha=-304.81649 charge=0 de_lowest_kcal_mol=11.9 multiplicity=1 gap_ev=8.552
C -2.116114 -0.052151 -0.862014 -0.1735 0.0008 -0.0489
N -0.943592 0.180066 -0.049856 0.1735 0.0569 -0.0503
C -0.254653 1.359328 -0.013616 -0.0475 -0.0254 -0.0541
C 1.038847 1.107049 0.371905 0.0451 -0.0264 0.0650
C 1.151747 -0.303857 0.558778 -0.1777 0.0671 -0.0790
N 2.293868 -1.013076 0.979761 0.0802 0.0046 -0.0348
C -0.082429 -0.842963 0.296228 0.0636 -0.0619 -0.0052
H -1.820485 -0.356031 -1.873335 -0.1215 0.0531 0.0948
H -2.731063 -0.843685 -0.424446 0.0832 0.1217 -0.0227
H -2.712334 0.860693 -0.927587 0.0793 -0.1052 0.0590
H -0.742948 2.290724 -0.270948 0.1018 -0.1589 0.0040
H 1.817632 1.844742 0.521638 -0.1333 -0.1148 0.0033
H 3.140752 -0.473859 0.859877 -0.0757 -0.0414 0.0161
H 2.391859 -1.891161 0.485145 0.0243 0.0934 0.1169
H -0.431088 -1.865818 0.348470 0.0784 0.1364 -0.0639